(1)
The ion C19H37IN with charge +1, computed with ωB97M-V with the def2-TZVPD basis set.

Summary:
**Energy**: -1098.3234 a.u.
**Net charge**: +1
**Spin multiplicity**: 1
**LUMO energy**: -2.685 eV
**HOMO**: -12.4 eV

```
58
C19H37IN, DFT ωB97M-V with the def2-TZVPD basis set
C -4.39 -3.27 0.86
C -3.38 -2.43 0.70
C -3.06 -1.40 1.74
N -1.73 -0.71 1.59
C -1.66 -0.01 0.26
C -0.52 1.01 0.21
C 0.58 0.88 1.29
C 1.95 1.23 0.70
C 2.16 2.74 0.47
C 2.69 3.12 -0.93
C 1.87 4.20 -1.63
C 0.72 3.68 -2.49
C 1.12 2.73 -3.63
C 0.30 1.43 -3.73
C 1.12 0.17 -3.46
C 0.64 -0.45 2.08
C -0.42 -1.50 1.76
C -0.53 -2.68 2.75
I 1.01 -2.74 4.26
C -0.60 -4.03 2.03
C 0.72 -4.64 1.57
H -4.67 -3.97 0.09
H -4.98 -3.27 1.76
H -2.81 -2.45 -0.22
H -3.12 -1.82 2.74
H -3.79 -0.59 1.69
H -1.70 0.00 2.31
H -2.63 0.45 0.08
H -1.52 -0.80 -0.48
H -0.95 2.00 0.28
H -0.07 0.95 -0.78
H 0.36 1.67 2.02
H 2.72 0.85 1.37
H 2.06 0.71 -0.25
H 2.85 3.11 1.24
H 1.22 3.27 0.64
H 3.73 3.45 -0.86
H 2.69 2.21 -1.54
H 2.51 4.85 -2.23
H 1.44 4.86 -0.86
H -0.03 3.20 -1.85
H 0.21 4.55 -2.92
H 2.18 2.46 -3.52
H 1.05 3.27 -4.57
H -0.53 1.47 -3.02
H -0.15 1.35 -4.72
H 1.52 0.18 -2.44
H 0.51 -0.72 -3.56
H 1.95 0.09 -4.15
H 1.60 -0.92 1.92
H 0.57 -0.22 3.15
H -0.19 -1.91 0.78
H -1.40 -2.57 3.39
H -1.13 -4.73 2.69
H -1.23 -3.90 1.16
H 1.20 -5.22 2.35
H 0.53 -5.31 0.73
H 1.41 -3.87 1.22
```

Löwdin population analysis, charges in e, atoms 1 to 2: number 1, C, carries 0.051; number 2, C, carries -0.165


(2)
The molecule C3H4O3, computed with ωB97M-V with the def2-TZVPD basis set.

Summary:
**Energy**: -342.4414 a.u.
**Spin multiplicity**: 1
**LUMO energy**: 0.715 eV
**HOMO**: -11.1 eV

```
10
C3H4O3, DFT ωB97M-V with the def2-TZVPD basis set
O 2.69 0.10 -0.04
C 1.50 0.07 -0.06
O 0.68 1.14 0.08
C -0.68 0.74 -0.04
C -0.60 -0.79 0.08
O 0.76 -1.05 -0.24
H -1.24 1.18 0.78
H -1.08 1.08 -1.01
H -0.80 -1.15 1.09
H -1.23 -1.33 -0.63
```

Löwdin population analysis, charges in e, atoms 1 to 2: number 1, O, carries 0.165; number 2, C, carries -0.564